*a*
107
Properties=species:S:1:pos:R:3:mulliken_spin:R:1 method="wB97M-V/def2-TZVPD" total_charge=+1 spin_multiplicity=2 e_homo_ev="-9.3 / -10.1" homo_lumo_gap_ev="7.0351 / 6.8818"
Pb -0.271 0.129 -1.085 0.033
O -0.698 -2.910 3.463 0.000
S -1.017 -1.911 2.502 0.004
O -2.355 -1.459 2.360 0.000
O -0.307 -0.440 3.645 0.005
O -0.119 -1.726 1.402 0.001
N 2.313 1.869 0.840 0.019
P 2.065 0.211 0.578 0.000
C 3.555 -0.275 -0.356 0.001
C 4.239 -1.465 -0.119 0.000
C 5.331 -1.808 -0.905 0.000
C 5.744 -0.972 -1.934 0.000
C 5.061 0.212 -2.179 0.001
C 3.970 0.558 -1.396 -0.003
C 2.251 -0.535 2.210 -0.001
C 1.992 -1.902 2.313 -0.001
C 2.092 -2.539 3.539 0.000
C 2.436 -1.813 4.671 0.000
C 2.683 -0.450 4.576 0.000
C 2.594 0.190 3.348 0.000
C 1.698 2.862 0.085 -0.006
C 1.994 4.208 0.330 -0.009
C 1.350 5.168 -0.413 -0.005
C 0.431 4.783 -1.389 0.017
C 0.205 3.439 -1.563 -0.007
N 0.832 2.487 -0.852 0.013
H 3.126 2.180 1.352 0.000
H 3.929 -2.126 0.679 0.000
H 5.862 -2.730 -0.709 0.000
H 6.599 -1.240 -2.541 0.000
H 5.382 0.869 -2.978 0.000
H 3.443 1.484 -1.598 -0.001
H 1.689 -2.464 1.437 0.000
H 1.876 -3.596 3.611 0.000
H 2.510 -2.308 5.631 0.000
H 2.951 0.117 5.458 0.000
H 2.771 1.258 3.301 0.000
H 2.690 4.477 1.113 -0.001
H 1.544 6.216 -0.222 -0.001
H -0.098 5.509 -1.989 0.004
H -0.511 3.089 -2.299 -0.004
C -3.516 -0.443 -0.570 0.031
C -3.023 0.766 0.208 -0.010
O -3.878 1.456 0.785 -0.005
N -1.711 1.066 0.255 0.389
Te -1.963 3.298 1.286 0.572
C -0.839 5.049 1.913 0.110
C -1.239 6.246 1.303 -0.024
C -2.407 6.345 0.350 0.030
C -0.531 7.417 1.579 -0.009
C 0.559 7.435 2.433 0.019
C 1.304 8.707 2.729 -0.001
C 0.948 6.233 3.017 -0.008
C 0.276 5.045 2.764 -0.156
C 0.780 3.783 3.399 0.017
C -2.451 2.565 3.221 0.114
C -1.755 1.561 3.898 -0.090
C -0.454 0.987 3.407 -0.018
C -2.216 1.129 5.139 0.005
C -3.360 1.649 5.718 -0.001
C -3.866 1.154 7.043 0.000
C -4.037 2.646 5.028 0.006
C -3.608 3.116 3.795 -0.084
C -4.417 4.177 3.102 0.033
H -4.262 -0.107 -1.290 0.002
H -4.007 -1.112 0.135 0.000
H -2.744 -1.013 -1.092 -0.004
H -2.266 5.732 -0.542 0.001
H -2.537 7.377 0.027 0.001
H -3.340 6.019 0.813 -0.010
H -0.853 8.343 1.114 0.002
H 0.848 9.559 2.227 0.000
H 2.344 8.638 2.404 0.002
H 1.313 8.911 3.801 0.001
H 1.801 6.221 3.688 0.000
H 1.755 3.942 3.861 0.002
H 0.877 2.995 2.648 0.035
H 0.094 3.427 4.170 -0.003
H -0.335 1.102 2.333 0.011
H -0.467 -0.682 4.568 0.000
H 0.393 1.434 3.928 -0.004
H -1.671 0.369 5.692 0.000
H -3.156 0.474 7.512 0.000
H -4.809 0.621 6.917 0.000
H -4.048 1.983 7.727 0.000
H -4.937 3.069 5.460 0.000
H -5.286 4.444 3.701 0.002
H -4.768 3.820 2.132 -0.011
H -3.828 5.083 2.941 -0.010
N 2.214 -2.193 -3.415 0.001
C 1.095 -2.734 -2.924 -0.002
S 0.828 -2.906 -1.263 -0.001
N 0.152 -3.122 -3.803 0.002
C 0.292 -3.115 -5.226 0.000
C 0.368 -4.319 -5.913 0.000
C 0.488 -4.313 -7.294 0.000
C 0.551 -3.110 -7.984 0.000
C 0.479 -1.909 -7.292 0.000
C 0.339 -1.908 -5.912 0.000
H 2.959 -1.982 -2.772 0.000
H 2.399 -2.174 -4.405 0.000
H -0.635 -3.598 -3.390 0.000
H 0.333 -5.251 -5.363 0.000
H 0.540 -5.250 -7.831 0.000
H 0.650 -3.108 -9.061 0.000
H 0.515 -0.970 -7.828 0.000
H 0.253 -0.977 -5.365 0.001



*b*
107
Properties=species:S:1:pos:R:3:mulliken_spin:R:1 method="wB97M-V/def2-TZVPD" total_charge=+1 spin_multiplicity=2 e_homo_ev="-10.5 / -10.6" homo_lumo_gap_ev="8.3944 / 5.9274"
Pb 1.812 0.238 -1.605 -0.021
O 2.984 -3.811 -1.368 0.003
S 2.301 -2.729 -0.732 0.014
O 1.567 -3.179 0.550 0.025
O 1.135 -2.197 -1.587 0.039
O 3.164 -1.579 -0.387 0.004
N -0.957 2.187 -3.107 0.000
P -0.148 2.594 -1.648 0.001
C 0.470 4.271 -1.997 0.000
C 0.845 5.072 -0.917 0.000
C 1.374 6.335 -1.136 0.000
C 1.532 6.808 -2.435 0.000
C 1.167 6.013 -3.510 0.000
C 0.643 4.743 -3.292 0.000
C -1.501 2.964 -0.491 0.002
C -1.433 2.469 0.808 -0.007
C -2.381 2.846 1.755 0.002
C -3.412 3.700 1.397 0.000
C -3.500 4.181 0.092 0.000
C -2.542 3.827 -0.842 0.000
C -0.696 1.131 -3.969 0.000
C -1.395 1.052 -5.180 0.000
C -1.161 -0.012 -6.017 0.000
C -0.242 -0.994 -5.653 -0.001
C 0.404 -0.846 -4.453 -0.002
N 0.194 0.198 -3.623 0.005
H -1.673 2.817 -3.441 0.000
H 0.713 4.717 0.100 0.000
H 1.651 6.956 -0.294 0.000
H 1.936 7.798 -2.606 0.000
H 1.296 6.375 -4.523 0.000
H 0.391 4.117 -4.140 0.000
H -0.639 1.782 1.078 0.009
H -2.317 2.464 2.766 0.000
H -4.150 3.997 2.131 0.000
H -4.302 4.853 -0.185 0.000
H -2.590 4.263 -1.835 0.000
H -2.109 1.824 -5.442 0.000
H -1.693 -0.082 -6.958 0.000
H -0.039 -1.848 -6.282 0.000
H 1.113 -1.589 -4.101 0.001
C 1.890 0.361 2.410 0.006
C 0.904 -0.500 1.692 -0.001
O 0.382 -1.534 2.341 0.010
N 0.535 -0.368 0.465 0.234
Te -0.452 -2.311 0.609 0.314
C -1.051 -4.177 1.482 0.202
C -0.604 -4.714 2.686 -0.029
C 0.600 -4.250 3.472 0.013
C -1.296 -5.824 3.169 0.011
C -2.333 -6.424 2.474 0.004
C -3.052 -7.627 3.024 0.002
C -2.670 -5.908 1.225 0.010
C -2.038 -4.792 0.703 -0.071
C -2.470 -4.284 -0.657 0.058
C -2.300 -1.273 1.011 0.135
C -2.859 -0.709 -0.139 -0.088
C -2.236 -0.805 -1.515 0.072
C -4.067 -0.033 -0.044 0.003
C -4.734 0.098 1.165 0.001
C -6.064 0.799 1.243 0.000
C -4.148 -0.463 2.293 0.006
C -2.947 -1.167 2.252 0.026
C -2.497 -1.777 3.563 0.005
H 1.780 0.269 3.488 0.001
H 1.790 1.403 2.108 0.001
H 2.884 0.003 2.124 0.003
H 1.320 -3.716 2.863 -0.009
H 1.096 -5.126 3.891 0.000
H 0.313 -3.606 4.307 0.002
H -0.974 -6.248 4.115 0.004
H -2.667 -7.908 4.003 0.000
H -2.941 -8.485 2.358 0.000
H -4.120 -7.428 3.122 0.001
H -3.442 -6.394 0.639 0.000
H -3.063 -5.040 -1.166 0.004
H -1.625 -4.059 -1.313 0.005
H -3.096 -3.389 -0.572 -0.005
H -1.152 -0.978 -1.522 -0.005
H -2.406 0.125 -2.061 0.003
H -2.685 -1.615 -2.096 0.002
H -4.495 0.406 -0.941 -0.001
H -6.174 1.532 0.444 0.000
H -6.190 1.309 2.200 0.000
H -6.881 0.081 1.148 0.000
H -4.649 -0.367 3.253 0.002
H -2.429 -1.007 4.333 -0.001
H -1.539 -2.270 3.514 -0.003
H -3.235 -2.510 3.896 0.000
N 5.051 3.671 -0.871 0.000
C 4.666 2.548 -1.492 0.000
S 3.569 2.599 -2.785 0.002
N 5.154 1.382 -1.025 0.000
C 5.998 1.184 0.118 0.000
C 7.150 0.426 -0.031 0.000
C 7.963 0.192 1.068 0.000
C 7.634 0.724 2.307 0.000
C 6.475 1.475 2.452 0.000
C 5.646 1.697 1.361 0.000
H 4.751 4.538 -1.284 0.000
H 5.827 3.674 -0.228 0.000
H 4.927 0.571 -1.580 0.000
H 7.402 0.017 -1.002 0.000
H 8.859 -0.403 0.952 0.000
H 8.276 0.550 3.160 0.000
H 6.203 1.873 3.420 0.000
H 4.723 2.252 1.477 0.000



Quick one: most stable of them? *b*



*a*
47
Properties=species:S:1:pos:R:3:nbo_charge:R:1 method="wB97M-V/def2-TZVPD" total_charge=0 e_homo_ev=-8.7 smiles="CN(C(=O)COC(=O)/C=C/c1ccc2ccccc2n1)[C@@H]1CCS(=O)(=O)C1" homo_lumo_gap_ev=8.2878
C -3.087 -0.406 -1.491 -0.433
N -3.742 -0.375 -0.203 -0.459
C -4.001 -1.472 0.557 0.681
O -4.712 -1.429 1.539 -0.615
C -3.382 -2.804 0.119 -0.175
H -3.468 -3.473 0.982 0.228
H -3.920 -3.236 -0.728 0.214
O -2.023 -2.702 -0.285 -0.505
C -1.211 -2.010 0.542 0.770
O -1.594 -1.548 1.592 -0.611
C 0.130 -1.864 -0.020 -0.322
C 1.051 -1.132 0.619 -0.073
C 2.400 -0.846 0.168 0.155
N 3.195 -0.321 1.074 -0.405
C 4.462 -0.021 0.753 0.215
C 5.299 0.538 1.743 -0.194
C 6.595 0.855 1.449 -0.208
C 7.113 0.630 0.162 -0.203
C 6.328 0.092 -0.819 -0.189
C 4.988 -0.246 -0.551 -0.107
C 4.114 -0.799 -1.512 -0.140
C 2.830 -1.100 -1.160 -0.229
H 2.139 -1.508 -1.880 0.216
H 4.475 -0.974 -2.516 0.215
H 6.722 -0.082 -1.811 0.212
H 8.142 0.888 -0.045 0.216
H 7.235 1.284 2.206 0.217
H 4.880 0.704 2.723 0.226
H 0.798 -0.706 1.580 0.241
H 0.294 -2.344 -0.972 0.216
C -3.983 0.903 0.462 -0.054
C -2.794 1.293 1.331 -0.687
H -2.282 0.432 1.751 0.299
H -3.067 1.996 2.110 0.252
S -1.693 2.187 0.198 2.153
O -1.142 3.350 0.835 -0.939
O -0.758 1.300 -0.450 -0.960
C -2.985 2.689 -1.010 -0.662
C -4.273 2.087 -0.476 -0.426
H -4.799 2.835 0.120 0.230
H -4.945 1.779 -1.277 0.231
H -2.686 2.309 -1.980 0.243
H -2.998 3.773 -1.026 0.254
H -4.857 0.724 1.100 0.264
H -3.652 0.206 -2.195 0.191
H -3.073 -1.419 -1.881 0.221
H -2.061 -0.038 -1.426 0.235



*b*
47
Properties=species:S:1:pos:R:3:nbo_charge:R:1 method="wB97M-V/def2-TZVPD" total_charge=0 e_homo_ev=-8.7 smiles="O=C(COC(=O)c1cccc(S(=O)(=O)N2CCCC2)c1)Nc1ccccc1" homo_lumo_gap_ev=9.0116
O 2.193 0.659 -1.912 -0.585
C 1.380 1.114 -2.677 0.665
N 1.636 1.703 -3.872 -0.620
C 2.875 1.921 -4.494 0.233
C 4.083 1.537 -3.923 -0.271
C 5.267 1.790 -4.594 -0.185
C 5.262 2.422 -5.826 -0.232
C 4.058 2.803 -6.394 -0.193
C 2.870 2.556 -5.734 -0.273
H 1.931 2.854 -6.180 0.203
H 4.043 3.296 -7.355 0.215
H 6.190 2.616 -6.342 0.214
H 6.201 1.489 -4.145 0.216
H 4.090 1.044 -2.966 0.257
H 0.841 2.021 -4.411 0.395
C -0.130 1.093 -2.356 -0.175
H -0.489 2.103 -2.148 0.217
H -0.681 0.651 -3.195 0.212
O -0.350 0.347 -1.179 -0.490
C -0.111 -0.970 -1.293 0.795
O 0.096 -1.513 -2.349 -0.589
C -0.180 -1.673 0.012 -0.170
C -0.450 -0.998 1.199 -0.152
C -0.497 -1.712 2.378 -0.252
C -0.277 -3.076 2.409 -0.194
C -0.002 -3.748 1.227 -0.219
C 0.043 -3.049 0.034 -0.131
H 0.256 -3.549 -0.899 0.240
H 0.177 -4.812 1.239 0.223
H -0.316 -3.585 3.359 0.244
S -0.904 -0.830 3.884 2.303
O -0.790 -1.743 4.990 -0.945
O -0.163 0.395 3.933 -0.934
N -2.508 -0.454 3.544 -0.678
C -2.978 0.832 4.035 -0.230
H -3.618 1.282 3.268 0.189
C -3.784 0.492 5.287 -0.417
H -3.103 0.290 6.114 0.211
C -4.492 -0.792 4.857 -0.415
H -5.391 -0.549 4.288 0.203
H -4.772 -1.420 5.699 0.222
C -3.461 -1.482 3.947 -0.243
H -3.924 -1.916 3.056 0.199
H -2.918 -2.264 4.481 0.227
H -4.474 1.283 5.573 0.217
H -2.120 1.475 4.216 0.244
H -0.611 0.067 1.216 0.250



Quick one: most stable of them? *b*